Record 1
{"formula": "C27H12Br5Cl5N3O2Rb", "method": "ωB97M-V with the def2-TZVPD basis set", "de_lowest_kj_mol": 60.9, "homo_energy_ev": -0.6, "homo_lumo_gap_ev": 4.117, "charge": -2, "elements": ["Rb", "C", "C", "C", "C", "N", "C", "C", "C", "C", "C", "C", "N", "H", "H", "H", "H", "H", "H", "H", "H", "Cl", "C", "C", "C", "Cl", "C", "Cl", "C", "Cl", "C", "Cl", "Br", "C", "C", "Br", "C", "Br", "C", "O", "C", "O", "C", "Br", "Br", "C", "C", "C", "C", "C", "N", "H", "H", "H", "H"], "positions_angstrom": [[-0.456, 0.208, -0.158], [4.937, -0.073, -0.048], [5.319, -1.394, 0.092], [4.358, -2.344, 0.410], [3.045, -1.922, 0.574], [2.679, -0.656, 0.440], [3.601, 0.256, 0.133], [1.912, -2.905, 0.890], [2.096, -4.278, 0.847], [1.002, -5.092, 1.127], [-0.213, -4.508, 1.420], [-0.308, -3.122, 1.417], [0.745, -2.348, 1.164], [5.649, 0.704, -0.299], [6.351, -1.695, -0.047], [4.632, -3.383, 0.519], [3.233, 1.268, 0.007], [3.047, -4.717, 0.582], [1.108, -6.170, 1.092], [-1.097, -5.098, 1.622], [-1.244, -2.603, 1.602], [1.044, 2.964, 0.675], [1.290, 3.304, -1.102], [1.217, 2.271, -1.987], [1.399, 2.620, -3.296], [1.276, 1.361, -4.584], [1.659, 3.913, -3.740], [1.886, 4.302, -5.422], [1.737, 4.933, -2.792], [2.061, 6.568, -3.279], [1.548, 4.629, -1.449], [1.650, 5.890, -0.254], [-7.202, -2.940, -1.060], [-5.745, -1.999, -0.276], [-5.731, -1.701, 1.057], [-7.178, -2.181, 2.195], [-4.610, -1.005, 1.593], [-4.500, -0.615, 3.464], [-3.507, -0.583, 0.839], [-2.485, 0.002, 1.335], [-3.530, -0.894, -0.623], [-2.536, -0.561, -1.346], [-4.649, -1.598, -1.093], [-4.600, -2.029, -2.955], [-1.025, -3.875, -2.052], [0.605, -3.110, -2.656], [1.307, -3.772, -3.660], [2.468, -3.182, -4.120], [2.862, -1.962, -3.592], [2.079, -1.395, -2.602], [0.978, -1.976, -2.110], [0.933, -4.704, -4.057], [3.045, -3.661, -4.903], [3.734, -1.433, -3.951], [2.311, -0.418, -2.196]], "lowdin_charge": [0.85, -0.07, -0.08, -0.03, -0.22, 0.11, -0.12, -0.23, -0.03, -0.08, -0.09, -0.12, 0.09, 0.10, 0.10, 0.09, 0.08, 0.09, 0.10, 0.11, 0.12, 0.52, -0.67, -0.19, -0.68, 0.57, -0.71, 0.60, -0.72, 0.61, -0.71, 0.61, 0.59, -0.80, -0.80, 0.59, -0.65, 0.63, -0.51, -0.33, -0.51, -0.33, -0.64, 0.63, 0.81, -0.72, -0.12, -0.08, -0.07, -0.16, 0.06, 0.09, 0.10, 0.10, 0.08]}

Record 2
{"formula": "C27H12Cl73F3I2NO2PSi2", "method": "ωB97M-V with the def2-TZVPD basis set", "homo_energy_ev": -8.8, "homo_lumo_gap_ev": 8.584, "elements": ["C", "C", "I", "C", "I", "Si", "O", "Si", "Cl", "C", "F", "F", "F", "P", "O", "C", "C", "C", "N", "C", "C", "H", "H", "H", "H", "H", "H", "H", "H", "H", "H", "H", "H", "C", "Cl", "Cl", "Cl", "Cl", "C", "Cl", "Cl", "Cl", "Cl", "C", "Cl", "Cl", "Cl", "Cl", "C", "Cl", "Cl", "Cl", "Cl", "C", "Cl", "Cl", "Cl", "Cl", "C", "Cl", "Cl", "Cl", "Cl", "C", "Cl", "Cl", "Cl", "Cl", "C", "Cl", "Cl", "Cl", "Cl", "C", "Cl", "Cl", "Cl", "Cl", "C", "Cl", "Cl", "Cl", "Cl", "C", "Cl", "Cl", "Cl", "Cl", "C", "Cl", "Cl", "Cl", "Cl", "C", "Cl", "Cl", "Cl", "Cl", "C", "Cl", "Cl", "Cl", "Cl", "C", "Cl", "Cl", "Cl", "Cl", "C", "Cl", "Cl", "Cl", "Cl", "C", "Cl", "Cl", "Cl", "Cl", "C", "Cl", "Cl", "Cl", "Cl"], "positions_angstrom": [[2.240, 1.367, -1.958], [1.524, 0.036, -1.837], [2.881, -1.371, -0.976], [0.978, -0.364, -3.222], [1.741, -2.123, -4.122], [-0.878, -0.340, -3.206], [-1.318, 0.854, -2.121], [-2.607, 1.816, -2.323], [-2.058, 3.567, -3.117], [-3.359, 2.185, -0.577], [-3.538, 3.469, -0.338], [-4.545, 1.621, -0.410], [-2.596, 1.731, 0.397], [-1.434, 0.149, -5.391], [-0.187, 0.008, -6.205], [-1.810, -1.876, -2.697], [-1.706, -3.117, -3.323], [-2.477, -4.199, -2.849], [-3.329, -4.075, -1.834], [-3.468, -2.895, -1.238], [-2.714, -1.771, -1.637], [1.512, 2.182, -2.065], [2.921, 1.353, -2.811], [2.831, 1.575, -1.061], [0.727, 0.091, -1.094], [1.299, 0.410, -3.927], [-3.617, 1.144, -3.165], [-2.457, -0.757, -5.735], [-2.021, 1.426, -5.482], [-1.049, -3.277, -4.174], [-2.393, -5.177, -3.308], [-4.184, -2.825, -0.427], [-2.848, -0.841, -1.087], [4.678, 4.198, -4.299], [3.983, 2.644, -4.768], [4.364, 4.480, -2.582], [6.417, 4.162, -4.586], [3.945, 5.483, -5.254], [-3.961, 6.893, 1.479], [-3.679, 7.922, 2.883], [-4.371, 5.262, 2.000], [-5.299, 7.551, 0.529], [-2.502, 6.842, 0.484], [6.538, -2.093, -4.308], [8.294, -2.228, -4.401], [6.063, -0.401, -4.481], [5.814, -2.997, -5.649], [5.989, -2.744, -2.761], [3.566, -2.303, 3.619], [5.092, -2.959, 4.223], [3.900, -1.019, 2.448], [2.658, -3.581, 2.803], [2.626, -1.690, 4.973], [2.209, 2.785, 5.097], [3.134, 1.515, 4.308], [1.488, 2.111, 6.570], [3.256, 4.140, 5.533], [0.937, 3.352, 4.023], [-1.723, 5.151, 7.823], [-0.013, 4.900, 7.479], [-2.472, 3.598, 8.207], [-1.910, 6.244, 9.197], [-2.509, 5.844, 6.401], [3.064, 3.793, -8.905], [2.511, 3.167, -10.458], [2.841, 5.550, -8.878], [2.143, 3.061, -7.598], [4.776, 3.420, -8.693], [-7.526, 5.625, 4.632], [-5.983, 4.959, 5.171], [-7.248, 6.938, 3.489], [-8.462, 4.350, 3.838], [-8.428, 6.228, 6.020], [5.584, -6.901, -3.296], [6.996, -7.135, -4.325], [4.608, -8.376, -3.262], [6.108, -6.514, -1.654], [4.623, -5.570, -3.933], [3.954, -2.458, 8.886], [3.095, -3.758, 8.060], [3.829, -2.658, 10.633], [5.654, -2.488, 8.408], [3.241, -0.915, 8.407], [1.604, -7.022, 5.993], [3.145, -7.732, 6.478], [1.904, -5.548, 5.070], [0.708, -8.172, 5.000], [0.663, -6.626, 7.435], [-3.689, 0.328, 3.831], [-3.349, -0.492, 2.303], [-2.309, 0.162, 4.915], [-3.988, 2.046, 3.526], [-5.117, -0.387, 4.581], [-12.663, 4.926, 7.252], [-11.338, 4.816, 6.088], [-13.644, 3.461, 7.179], [-11.996, 5.109, 8.876], [-13.659, 6.324, 6.854], [-14.538, 7.237, 2.613], [-14.161, 8.957, 2.750], [-14.733, 6.811, 0.912], [-13.230, 6.292, 3.319], [-16.038, 6.896, 3.482], [7.287, 5.881, -11.764], [7.323, 7.291, -12.826], [8.520, 6.058, -10.511], [5.702, 5.744, -11.006], [7.615, 4.425, -12.707], [7.951, -11.638, -5.143], [9.398, -12.245, -4.334], [8.427, -10.493, -6.408], [7.087, -12.983, -5.880], [6.917, -10.816, -3.979], [9.110, -15.396, -8.772], [8.525, -15.813, -10.384], [9.055, -13.648, -8.558], [8.085, -16.174, -7.560], [10.770, -15.964, -8.581], [-3.860, 3.007, 11.947], [-2.673, 4.167, 12.545], [-4.867, 2.449, 13.285], [-4.875, 3.779, 10.729], [-3.022, 1.623, 11.237]], "lowdin_charge": [-0.21, -0.87, 0.84, -0.86, 0.90, 0.38, -0.34, 0.13, 0.44, -0.76, 0.05, 0.10, 0.07, 0.61, -0.54, -0.26, -0.10, -0.12, 0.06, -0.12, -0.07, 0.09, 0.01, 0.06, 0.05, 0.03, 0.03, -0.01, -0.04, 0.05, 0.11, 0.10, 0.08, -2.04, 0.52, 0.54, 0.54, 0.53, -2.05, 0.52, 0.51, 0.52, 0.54, -2.04, 0.53, 0.51, 0.49, 0.47, -2.02, 0.54, 0.45, 0.50, 0.50, -2.05, 0.50, 0.48, 0.53, 0.53, -2.04, 0.51, 0.50, 0.53, 0.51, -2.06, 0.54, 0.50, 0.52, 0.50, -2.04, 0.50, 0.52, 0.52, 0.51, -2.04, 0.52, 0.51, 0.53, 0.49, -2.06, 0.49, 0.54, 0.52, 0.50, -2.06, 0.53, 0.48, 0.53, 0.52, -2.05, 0.54, 0.53, 0.51, 0.54, -2.05, 0.48, 0.53, 0.53, 0.51, -2.07, 0.52, 0.52, 0.50, 0.52, -2.06, 0.52, 0.52, 0.50, 0.52, -2.05, 0.53, 0.51, 0.50, 0.51, -2.06, 0.52, 0.50, 0.51, 0.52, -2.06, 0.52, 0.53, 0.51, 0.51]}